[1]
105
Properties=species:S:1:pos:R:3:forces:R:3 method="wB97M-V/def2-TZVPD" fmax_ev_per_a=0.67 total_charge=+1 lumo_ha=-0.0784
O -4.951 1.663 1.236 -0.126 -0.107 0.009
C -4.882 2.201 -0.104 -0.072 -0.039 -0.027
C -3.943 1.409 -0.996 -0.026 0.252 -0.078
C -2.556 1.135 -0.426 0.040 0.072 -0.050
C -2.545 0.067 0.680 -0.103 0.075 -0.042
C -2.224 0.675 2.040 0.067 0.123 -0.488
C -0.723 0.814 2.242 -0.101 0.076 -0.010
O -0.336 1.012 3.609 -0.085 0.028 0.005
C -1.395 1.429 4.446 0.020 -0.051 0.169
P -0.595 1.849 6.124 0.046 -0.011 0.029
O -1.502 3.168 6.519 -0.003 -0.090 -0.248
O -1.304 0.732 7.100 -0.095 0.142 -0.046
C -2.392 0.292 4.534 0.006 -0.070 0.086
N -2.761 -0.192 3.139 0.282 0.081 0.602
H -5.872 1.676 1.512 0.083 0.069 -0.013
H -5.884 2.191 -0.539 0.023 0.042 -0.019
H -4.564 3.247 -0.048 0.077 -0.038 0.101
H -3.814 2.013 -1.899 -0.076 -0.084 -0.056
H -4.411 0.478 -1.321 0.090 -0.063 0.086
H -1.899 0.812 -1.231 -0.053 -0.037 -0.027
H -2.131 2.078 -0.058 0.015 -0.039 0.032
H -1.827 -0.716 0.447 -0.023 -0.006 0.023
H -3.538 -0.386 0.726 0.074 -0.100 0.024
H -2.742 1.631 2.094 -0.043 -0.059 0.306
H -0.371 1.648 1.633 0.061 -0.071 -0.043
H -0.235 -0.091 1.883 0.114 0.060 0.025
H -1.864 2.348 4.065 0.018 -0.031 -0.063
H -2.142 3.446 5.852 0.019 0.040 0.155
H -2.116 1.080 7.499 0.056 -0.121 0.025
H -3.301 0.550 5.075 -0.043 0.124 -0.131
H -1.938 -0.546 5.057 0.025 -0.008 -0.035
H -3.775 -0.245 3.080 0.025 -0.158 -0.388
H -2.357 -1.127 3.007 -0.198 -0.327 -0.303
C -3.281 -1.464 -4.127 0.083 -0.006 -0.019
O -2.909 -0.724 -3.232 -0.069 0.003 0.049
N -4.516 -1.460 -4.657 -0.031 -0.006 -0.018
C -4.898 -2.360 -5.727 -0.020 0.031 0.032
C -5.494 -0.522 -4.137 0.035 -0.001 0.014
H -2.615 -2.212 -4.588 0.000 0.000 0.003
H -5.206 -1.801 -6.613 0.009 -0.008 -0.011
H -5.723 -3.004 -5.417 0.006 -0.015 -0.005
H -4.050 -2.988 -5.991 0.000 -0.004 -0.004
H -5.144 0.505 -4.257 -0.004 0.003 0.001
H -5.666 -0.698 -3.074 -0.017 -0.006 -0.002
H -6.429 -0.649 -4.676 0.000 0.004 -0.004
C 1.612 -0.504 -0.856 -0.049 0.024 -0.059
O 0.615 0.019 -0.377 0.013 -0.071 0.082
N 2.800 -0.570 -0.239 0.004 -0.096 0.044
C 3.959 -1.199 -0.849 0.026 0.071 0.055
C 2.929 0.021 1.081 -0.017 0.023 -0.051
H 1.608 -0.973 -1.852 0.005 0.018 -0.009
H 4.310 -2.031 -0.235 -0.002 -0.015 -0.017
H 4.762 -0.474 -0.977 0.003 -0.015 -0.079
H 3.691 -1.575 -1.834 0.004 0.009 -0.009
H 2.243 -0.453 1.788 0.005 0.002 0.016
H 2.695 1.086 1.052 0.000 0.002 0.013
H 3.950 -0.113 1.429 0.003 0.003 0.001
C -0.669 -3.284 1.390 0.079 0.064 -0.091
O -1.703 -2.860 1.896 0.019 0.444 0.288
N 0.528 -3.273 1.989 -0.013 0.027 -0.001
C 1.717 -3.780 1.329 0.019 0.024 0.023
C 0.643 -2.734 3.334 -0.061 0.000 -0.017
H -0.656 -3.710 0.378 -0.034 -0.026 0.014
H 2.152 -4.603 1.897 -0.006 -0.009 -0.005
H 2.463 -2.989 1.225 -0.016 -0.009 -0.017
H 1.454 -4.142 0.337 0.004 0.001 -0.005
H 0.012 -3.291 4.027 0.012 -0.014 0.005
H 0.339 -1.685 3.362 0.043 0.007 0.017
H 1.678 -2.806 3.656 0.001 -0.001 0.004
C -4.614 -6.615 2.466 -0.004 -0.015 -0.035
O -4.633 -6.062 1.385 0.002 0.000 0.010
N -4.146 -6.045 3.597 0.005 0.019 0.041
C -4.139 -6.735 4.868 0.009 0.057 -0.020
C -3.637 -4.687 3.504 -0.093 -0.164 0.018
H -4.982 -7.643 2.618 0.000 0.001 0.002
H -4.741 -6.202 5.607 -0.010 -0.017 0.008
H -3.122 -6.832 5.255 -0.002 -0.020 0.007
H -4.555 -7.732 4.740 -0.001 -0.004 0.003
H -4.423 -4.017 3.149 0.030 0.046 0.005
H -2.816 -4.626 2.795 -0.046 -0.001 0.043
H -3.298 -4.368 4.489 0.004 -0.014 0.005
C 6.289 1.965 -2.699 -0.021 0.007 -0.077
O 5.422 1.103 -2.725 -0.018 -0.014 0.107
N 6.515 2.779 -1.654 0.014 0.009 -0.007
C 7.553 3.793 -1.696 -0.007 -0.105 0.147
C 5.692 2.637 -0.470 -0.008 -0.011 -0.043
H 6.961 2.157 -3.548 0.006 -0.009 0.004
H 8.281 3.626 -0.899 0.002 0.012 0.000
H 7.121 4.788 -1.573 0.028 0.019 -0.017
H 8.048 3.753 -2.661 0.015 0.069 0.048
H 5.798 1.637 -0.044 0.009 0.006 0.020
H 4.637 2.789 -0.709 -0.004 0.000 0.006
H 6.005 3.372 0.267 -0.004 0.000 0.003
C 7.337 5.054 -5.667 0.077 0.008 -0.013
O 7.845 4.540 -4.686 -0.088 -0.007 -0.113
N 6.025 5.319 -5.791 -0.045 0.008 -0.019
C 5.475 5.940 -6.979 -0.012 -0.025 0.045
C 5.136 4.971 -4.696 0.046 -0.011 0.000
H 7.927 5.350 -6.549 0.003 0.004 0.003
H 4.994 6.888 -6.734 0.006 0.009 -0.013
H 4.738 5.287 -7.452 0.004 0.002 -0.017
H 6.275 6.131 -7.691 0.000 0.002 -0.005
H 5.431 5.490 -3.783 -0.006 0.000 0.005
H 5.166 3.898 -4.500 -0.020 -0.003 -0.007
H 4.122 5.256 -4.961 -0.002 0.004 0.003

---

[2]
101
Properties=species:S:1:pos:R:3:forces:R:3 method="wB97M-V/def2-TZVPD" fmax_ev_per_a=3.97 total_charge=0 lumo_ha=-0.0003
C 2.334 -0.620 2.244 -1.645 0.974 -3.059
C 1.890 -0.127 0.909 0.668 -1.003 2.410
C 2.543 1.114 0.060 1.278 -1.765 0.314
P 1.951 2.864 0.681 -0.040 -1.536 -2.155
N 0.250 2.297 0.875 -0.313 -0.329 0.477
O 3.628 3.371 0.501 0.020 0.012 -1.699
C 1.313 4.076 -0.646 -0.260 1.099 -1.662
C 2.226 5.415 -0.881 -0.297 0.726 -0.574
C 2.345 6.418 0.412 0.130 1.241 -0.734
C 0.977 7.312 0.701 0.909 0.150 1.443
C -0.264 6.449 1.337 -0.905 0.161 -0.334
C -1.570 6.597 0.353 -0.723 -0.297 0.663
C -2.518 5.263 0.255 -1.207 0.367 -0.010
C -3.282 4.853 1.651 -0.175 -1.083 -0.051
C -4.028 3.370 1.457 -0.292 0.074 0.952
O -4.281 3.035 0.039 1.250 -1.547 1.556
C -3.549 1.815 -0.361 0.254 -0.415 -0.862
B 2.135 3.199 2.556 2.091 0.814 3.281
C 0.981 3.775 3.575 -0.525 -0.501 1.352
O 3.493 2.941 3.147 -2.213 2.096 -1.061
H 3.431 -0.599 2.656 -2.426 0.740 -0.812
H 1.486 -1.070 2.948 2.196 0.363 -1.910
H 0.948 -0.666 0.412 1.742 1.679 1.596
H 3.710 1.074 0.240 -2.404 0.064 -0.483
H 2.334 1.067 -1.100 0.313 -0.160 2.268
H 0.101 1.821 1.791 -0.032 0.092 -1.420
H -0.064 1.725 0.061 0.172 0.417 1.227
H 3.943 3.141 -0.423 -0.460 0.549 1.592
H 1.312 3.488 -1.685 0.082 0.980 2.173
H 0.169 4.370 -0.474 2.752 -0.711 -0.160
H 1.674 6.044 -1.732 1.093 -1.278 1.792
H 3.306 5.192 -1.337 -2.444 0.265 1.266
H 3.180 7.222 0.127 -1.690 -1.769 0.642
H 2.713 5.916 1.402 -0.800 0.651 -1.919
H 0.662 7.956 -0.234 0.564 -1.570 1.757
H 1.293 8.103 1.537 -0.589 -1.599 -1.858
H -0.580 6.856 2.415 0.835 -0.804 -2.352
H -0.043 5.309 1.482 -0.143 2.170 -0.428
H -2.242 7.462 0.827 1.384 -1.723 -1.379
H -1.252 6.881 -0.741 -0.542 -0.444 2.173
H -3.384 5.514 -0.528 1.925 -0.623 1.644
H -1.987 4.301 -0.146 -0.680 1.967 0.807
H -4.140 5.591 1.964 1.931 -1.102 -0.730
H -2.530 4.716 2.559 -1.490 0.493 -1.924
H -5.083 3.384 2.004 2.151 0.083 -1.172
H -3.407 2.519 2.006 -1.097 1.757 -1.374
H -2.432 2.116 -0.646 -2.246 -0.794 0.674
H -3.559 0.968 0.456 0.062 1.822 -1.460
H -4.072 1.339 -1.320 1.078 1.284 2.070
H 1.338 3.544 4.688 -0.672 0.603 -2.323
H 0.791 4.928 3.503 0.386 -2.152 -0.014
H -0.068 3.233 3.471 2.066 1.263 -0.027
H 3.970 3.815 3.312 -0.999 -1.782 -0.228
C -5.220 -3.797 -2.155 -0.121 -0.098 0.199
O -4.536 -4.276 -1.003 0.141 0.437 -0.225
C -3.243 -3.681 -0.855 -0.203 -0.196 0.593
C -3.255 -2.588 0.217 0.044 0.158 -0.673
O -4.046 -1.467 -0.192 -0.167 -0.442 0.258
C -5.326 -1.457 0.431 0.044 0.222 -0.174
H -6.261 -4.128 -2.099 0.198 -0.034 0.066
H -5.206 -2.703 -2.211 0.051 -0.090 -0.002
H -4.768 -4.219 -3.057 0.000 0.067 -0.121
H -2.880 -3.288 -1.813 -0.103 0.080 0.109
H -2.560 -4.476 -0.538 -0.004 0.015 -0.014
H -2.233 -2.221 0.356 0.022 -0.039 0.007
H -3.604 -2.983 1.179 -0.044 -0.030 -0.138
H -5.224 -1.163 1.480 -0.100 -0.056 0.073
H -5.822 -2.429 0.364 0.077 -0.015 0.023
H -5.949 -0.717 -0.080 0.189 -0.039 0.044
C -2.614 -6.782 1.469 -0.183 -0.073 -0.201
O -1.815 -6.760 0.291 0.218 -0.180 0.409
C -0.437 -7.031 0.568 -0.204 -0.213 -0.554
C -0.068 -8.469 0.193 -0.019 0.099 0.645
O -0.726 -9.412 1.045 -0.180 0.260 -0.453
C -1.848 -10.018 0.411 0.064 -0.093 0.240
H -3.666 -6.774 1.170 0.205 0.068 -0.080
H -2.431 -7.681 2.067 0.054 0.104 -0.048
H -2.414 -5.891 2.069 -0.003 0.016 0.157
H -0.200 -6.824 1.618 -0.057 -0.132 -0.079
H 0.152 -6.345 -0.050 0.030 -0.033 0.016
H 1.008 -8.605 0.340 -0.013 0.040 -0.024
H -0.291 -8.671 -0.861 -0.072 0.093 0.109
H -1.505 -10.740 -0.336 -0.093 0.003 -0.086
H -2.500 -9.278 -0.060 0.063 0.017 -0.024
H -2.425 -10.550 1.173 0.188 0.075 -0.047
C 7.028 -1.744 -3.938 -0.111 -0.191 -0.091
O 6.292 -2.624 -3.096 -0.009 0.504 0.077
C 5.878 -1.990 -1.882 -0.408 -0.444 -0.239
C 4.397 -1.602 -1.935 0.444 0.478 0.062
O 4.166 -0.567 -2.897 -0.012 -0.475 -0.114
C 3.609 -1.071 -4.106 0.041 0.278 0.027
H 7.135 -2.216 -4.919 -0.039 -0.033 0.211
H 6.517 -0.784 -4.069 0.049 -0.070 0.065
H 8.024 -1.579 -3.520 0.069 0.121 -0.023
H 6.505 -1.119 -1.660 -0.136 -0.019 -0.084
H 6.020 -2.719 -1.078 -0.030 0.047 0.004
H 4.104 -1.201 -0.960 0.002 -0.048 0.013
H 3.768 -2.476 -2.142 0.139 0.042 -0.051
H 2.558 -1.333 -3.947 -0.028 -0.104 -0.082
H 4.156 -1.941 -4.477 -0.015 -0.014 0.073
H 3.662 -0.283 -4.862 -0.003 -0.035 0.193

---

Number 1: DFT total energy -2504.15505 a.u.. Number 2: DFT total energy -2126.12770 a.u..